Record 1
16
Properties=species:S:1:pos:R:3:mulliken_charge:R:1 method="wB97M-V/def2-TZVPD" lumo_ev="-6.23 / -5.70" max_force_ev_per_a=4.91 e_homo_ev="-13.422 / -13.937" gap_ha="0.2643 / 0.3029" de_lowest_kj_mol=282.0 total_charge=+1
C -0.154 0.385 1.304 -0.303
C 0.742 0.933 0.516 -0.529
C -1.099 -0.518 0.547 -0.462
C 0.549 0.405 -0.886 -0.691
C -1.785 0.552 -1.588 0.040
N -0.783 -0.189 -0.893 0.175
Br -2.808 2.897 1.425 -0.076
Br -3.435 -0.297 -1.923 0.051
Br -1.883 2.439 -1.333 0.080
H -0.413 0.512 2.313 0.472
H 1.538 1.443 0.926 0.547
H -1.012 -1.620 0.729 0.392
H -2.050 -0.217 1.027 0.272
H 0.684 1.237 -1.579 0.385
H 1.393 -0.480 -1.007 0.352
H -0.810 -1.051 -1.253 0.295



Record 2
18
Properties=species:S:1:pos:R:3:mulliken_spin:R:1 method="wB97M-V/def2-TZVPD" multiplicity=2 lumo_ev="1.10 / 0.66" max_force_ev_per_a=1.43 e_homo_ev="-2.755 / -10.308" gap_ha="0.1418 / 0.4031" de_lowest_kj_mol=84.6 total_charge=0
C 2.372 -0.861 -0.746 0.284
N 1.749 0.383 -0.263 0.125
H 1.768 -1.274 -1.556 -0.068
H 3.344 -0.648 -1.187 0.009
H 2.421 -1.607 0.038 -0.084
H 1.255 0.912 -0.972 0.006
H 2.450 1.027 0.051 -0.063
H 0.123 0.010 0.340 0.036
C -1.480 0.801 1.531 0.835
N -0.905 -0.187 0.528 0.198
C -1.701 -0.128 -0.742 1.098
H -1.769 1.695 0.985 -0.024
H -2.374 0.308 1.907 -0.314
H -0.696 1.045 2.240 -0.043
H -1.026 -1.135 0.956 -0.516
H -2.693 -0.524 -0.527 -0.362
H -1.173 -0.717 -1.492 0.030
H -1.664 0.901 -1.092 -0.146



Record 3
64
Properties=species:S:1:pos:R:3:mulliken_charge:R:1 method="wB97M-V/def2-TZVPD" lumo_ev=-3.22 max_force_ev_per_a=2.72 e_homo_ev=-9.517 gap_ha=0.2312 de_lowest_kj_mol=121.2 total_charge=+1
C -0.851 0.830 -1.155 -0.661
C 0.102 0.030 -1.847 -0.430
C -0.189 -1.344 -1.617 -0.673
H 0.895 0.403 -2.503 0.718
C -1.358 -1.407 -0.795 -0.607
C -1.762 -0.062 -0.507 -0.498
H -2.675 0.225 0.013 0.671
H -0.913 1.914 -1.194 0.652
H 0.333 -2.192 -2.049 0.632
H -1.900 -2.312 -0.537 0.718
Sc 0.308 -0.397 0.527 -0.659
C 3.592 -1.094 0.733 -1.483
H 2.669 -1.659 0.923 0.386
H 3.993 -0.732 1.687 0.330
H 4.332 -1.792 0.307 0.532
Si 3.548 0.499 -0.530 0.773
C 4.256 2.202 -1.350 0.357
C 3.314 2.815 -2.203 0.041
H 2.639 2.205 -2.817 0.271
C 3.161 4.212 -2.213 -0.670
H 2.348 4.660 -2.794 0.405
C 4.011 5.012 -1.444 -0.545
H 3.881 6.094 -1.436 0.365
C 5.003 4.408 -0.652 -0.433
H 5.638 5.038 -0.026 0.398
C 5.151 3.014 -0.623 -0.873
H 5.917 2.551 0.007 0.320
C 3.683 -0.506 -2.172 0.552
C 4.287 -0.025 -3.342 -0.675
H 4.800 0.940 -3.337 0.358
C 4.191 -0.757 -4.536 -0.602
H 4.589 -0.319 -5.456 0.405
C 3.590 -2.017 -4.553 -0.611
H 3.551 -2.604 -5.471 0.371
C 3.067 -2.549 -3.365 -0.664
H 2.613 -3.539 -3.344 0.436
C 3.118 -1.798 -2.190 -0.198
H 2.680 -2.231 -1.282 0.459
H 1.995 0.252 -0.570 0.404
H 3.036 1.713 0.176 -0.434
C -1.225 1.947 1.884 -1.107
N 0.160 1.421 1.785 0.735
C 1.042 2.563 1.464 -1.322
C 0.582 0.798 3.074 -0.619
C -0.336 -0.370 3.446 -1.046
N -0.645 -1.282 2.283 0.690
C 0.331 -2.397 2.153 -0.501
C -2.025 -1.791 2.386 -1.310
H -1.285 2.594 2.776 0.393
H -1.971 1.150 1.979 0.144
H -1.461 2.546 0.998 0.455
H 0.778 3.410 2.121 0.404
H 2.092 2.305 1.639 0.538
H 0.911 2.862 0.415 0.312
H 1.639 0.492 3.010 0.275
H 0.487 1.575 3.855 0.543
H 0.144 -0.978 4.233 0.332
H -1.295 0.002 3.829 0.495
H 0.845 -2.567 3.111 0.351
H -0.184 -3.313 1.829 0.358
H 1.113 -2.191 1.389 -0.098
H -2.171 -2.241 3.377 0.402
H -2.728 -0.966 2.261 0.306
H -2.211 -2.540 1.610 0.433



Record 4
6
Properties=species:S:1:pos:R:3:mulliken_charge:R:1 method="wB97M-V/def2-TZVPD" lumo_ev=0.77 smiles="C=C(Cl)Cl" max_force_ev_per_a=5.48 e_homo_ev=-10.141 gap_ha=0.4008 de_lowest_kj_mol=71.1 total_charge=0
C 0.063 0.715 -0.092 -0.606
C -0.058 -0.548 0.011 0.382
Cl -1.600 -1.444 -0.034 -0.152
Cl 1.369 -1.570 -0.030 -0.168
H 0.938 1.483 0.016 0.253
H -0.712 1.364 0.130 0.291



Record 5
13
Properties=species:S:1:pos:R:3:mulliken_charge:R:1 method="wB97M-V/def2-TZVPD" lumo_ev=0.98 max_force_ev_per_a=5.05 e_homo_ev=-8.987 gap_ha=0.3663 de_lowest_kj_mol=133.8 total_charge=0
C 0.865 1.389 -0.736 -0.973
C 0.258 0.354 0.161 0.528
C -1.177 0.187 0.399 -0.567
C -1.526 -1.081 0.229 -0.132
F -2.768 -1.494 0.379 -0.241
C 0.879 -0.763 0.510 -0.568
F 2.231 -0.881 0.120 -0.322
H 1.960 0.963 -0.849 0.264
H 0.770 2.304 -0.232 0.337
H 0.326 1.392 -1.716 0.287
H -1.749 1.001 0.594 0.481
H -0.864 -1.960 -0.155 0.343
H 0.796 -1.410 1.297 0.564



Record 6
13
Properties=species:S:1:pos:R:3:mulliken_charge:R:1 method="wB97M-V/def2-TZVPD" lumo_ev=-5.84 max_force_ev_per_a=1.40 e_homo_ev=-15.099 gap_ha=0.3402 de_lowest_kj_mol=596.7 total_charge=+1
C -0.197 1.743 0.583 0.281
C -0.943 2.773 0.333 -0.422
C -1.071 0.278 -0.940 -0.237
C 0.859 -0.551 0.371 -0.482
N 0.554 -1.835 -0.005 -0.458
N -0.204 0.498 -0.034 0.154
H 0.507 1.934 1.404 0.319
H -1.781 1.037 -1.236 0.299
H -1.099 -0.686 -1.437 0.286
H 1.775 -0.184 -0.108 0.380
H 0.949 -0.452 1.459 0.390
H -0.094 -2.376 0.539 0.231
H 0.746 -2.179 -0.929 0.259



Record 7
9
Properties=species:S:1:pos:R:3:mulliken_charge:R:1 method="wB97M-V/def2-TZVPD" lumo_ev="-1.23 / -0.95" max_force_ev_per_a=3.62 e_homo_ev="-8.387 / -8.556" gap_ha="0.2629 / 0.2794" de_lowest_kj_mol=319.3 total_charge=0
C -0.635 -0.192 0.477 -0.815
N 2.581 1.069 -1.194 -0.529
O 1.390 -1.799 0.038 -0.456
S 0.152 -1.345 -0.696 0.274
I 3.193 -0.148 0.166 0.359
H -0.110 -0.138 1.364 0.308
H -1.642 -0.454 0.771 0.349
H -0.737 0.938 0.130 0.275
H 2.496 0.587 -2.154 0.235



Record 8
23
Properties=species:S:1:pos:R:3:mulliken_charge:R:1 method="wB97M-V/def2-TZVPD" lumo_ev=0.98 smiles="C=CN(C)C(N)(N)NC" max_force_ev_per_a=4.24 e_homo_ev=-8.240 gap_ha=0.3389 de_lowest_kj_mol=182.8 total_charge=0
C -2.424 -1.104 -1.108 -0.951
C -1.502 -0.739 -0.208 0.044
N -0.126 -0.652 -0.393 0.260
C 0.551 -1.811 -1.005 -1.132
C 0.723 0.126 0.496 0.166
N 1.192 -0.538 1.660 -0.796
N 1.969 0.559 -0.038 -0.750
N 0.272 1.340 1.107 -0.421
C -0.485 2.235 0.242 -0.775
H -3.477 -1.102 -0.853 0.261
H -2.153 -1.366 -2.124 0.267
H -1.829 -0.427 0.782 0.340
H 0.680 -2.607 -0.262 0.329
H -0.024 -2.225 -1.839 0.368
H 1.534 -1.550 -1.408 0.360
H 1.701 0.177 2.165 0.307
H 1.920 -1.148 1.301 0.341
H 2.175 1.392 0.505 0.377
H 1.721 0.924 -0.953 0.260
H -0.343 1.016 1.849 0.268
H -0.572 3.208 0.738 0.314
H -1.506 1.884 0.068 0.283
H 0.002 2.408 -0.723 0.281